(1)
# C59H68FeGe2OPS4

A structure of composition C59H68FeGe2OPS4 (ωB97M-V/def2-TZVPD, OMol25).

Structure (XYZ):
```
136
Properties=species:S:1:pos:R:3:lowdin_charge:R:1
Fe -1.987 0.474 -1.655 -0.06
C 2.375 6.369 0.334 -0.05
C 2.761 4.963 -0.011 -0.27
C 3.383 4.140 0.912 -0.02
C 3.765 2.847 0.590 -0.25
C 4.385 1.966 1.629 -0.03
C 3.523 2.365 -0.696 -0.19
C 2.881 3.171 -1.639 -0.22
C 2.577 2.664 -3.018 -0.03
C 2.510 4.459 -1.279 -0.01
C 4.023 1.021 -1.101 -0.21
C 5.382 0.958 -1.406 -0.03
C 5.952 -0.197 -1.899 -0.05
C 5.152 -1.297 -2.123 -0.03
C 3.798 -1.264 -1.820 -0.23
C 3.222 -0.113 -1.270 -0.19
Ge 1.310 -0.152 -0.752 0.10
S -0.050 -0.301 -2.470 0.31
S 0.651 1.576 0.557 0.35
Ge -0.571 -0.045 1.491 0.08
S -2.490 -0.186 0.402 0.30
S 0.764 -1.697 0.785 0.36
C -0.885 0.048 3.436 -0.19
C -1.460 1.183 4.019 -0.22
C -1.629 1.242 5.396 -0.04
C -1.250 0.195 6.209 -0.05
C -0.701 -0.932 5.634 -0.03
C -0.516 -1.015 4.261 -0.22
C 0.017 -2.309 3.764 -0.21
C -0.854 -3.266 3.258 -0.24
C -2.308 -2.971 3.055 -0.03
C -0.351 -4.512 2.902 -0.01
C 0.990 -4.820 3.043 -0.27
C 1.511 -6.182 2.699 -0.05
C 1.846 -3.838 3.525 -0.02
C 1.380 -2.586 3.883 -0.25
C 2.329 -1.530 4.359 -0.02
C -1.890 2.397 3.275 -0.15
C -3.236 2.578 2.956 -0.21
C -4.250 1.524 3.269 -0.03
C -3.637 3.780 2.390 0.00
C -2.738 4.812 2.156 -0.27
C -3.213 6.144 1.647 -0.05
C -1.408 4.613 2.492 0.00
C -0.976 3.428 3.073 -0.22
C 0.433 3.301 3.557 -0.04
C 3.002 -2.463 -2.186 -0.16
C 2.971 -3.588 -1.372 -0.22
C 3.753 -3.678 -0.102 -0.03
C 2.242 -4.699 -1.784 0.00
C 1.582 -4.724 -2.996 -0.26
C 0.806 -5.928 -3.438 -0.04
C 1.669 -3.606 -3.820 0.00
C 2.377 -2.481 -3.439 -0.23
C 2.495 -1.311 -4.369 -0.05
H 2.531 6.575 1.390 0.07
H 1.329 6.553 0.100 0.07
H 2.967 7.083 -0.238 0.08
H 3.564 4.507 1.913 0.11
H 4.355 2.446 2.604 0.08
H 5.422 1.736 1.394 0.08
H 3.853 1.021 1.696 0.08
H 3.425 2.127 -3.446 0.09
H 2.321 3.493 -3.678 0.08
H 1.727 1.977 -3.009 0.04
H 2.017 5.085 -2.009 0.12
H 5.981 1.845 -1.274 0.12
H 7.004 -0.228 -2.137 0.11
H 5.567 -2.199 -2.544 0.13
H -2.065 2.135 5.823 0.13
H -1.387 0.253 7.278 0.11
H -0.416 -1.776 6.246 0.13
H -2.686 -2.261 3.788 0.08
H -2.896 -3.886 3.122 0.08
H -2.476 -2.541 2.066 0.04
H -1.028 -5.256 2.510 0.12
H 0.819 -6.714 2.051 0.07
H 1.650 -6.780 3.601 0.08
H 2.473 -6.119 2.195 0.07
H 2.902 -4.049 3.608 0.12
H 3.357 -1.863 4.249 0.08
H 2.159 -1.283 5.406 0.08
H 2.203 -0.612 3.789 0.08
H -4.081 1.085 4.251 0.08
H -4.206 0.717 2.539 0.05
H -5.252 1.948 3.249 0.08
H -4.684 3.928 2.164 0.12
H -3.964 6.030 0.867 0.07
H -2.388 6.730 1.245 0.07
H -3.670 6.722 2.453 0.08
H -0.699 5.414 2.348 0.11
H 0.919 4.270 3.552 0.08
H 1.019 2.628 2.929 0.03
H 0.461 2.907 4.570 0.08
H 4.207 -2.730 0.172 0.08
H 4.547 -4.417 -0.210 0.09
H 3.115 -3.990 0.714 0.06
H 2.213 -5.568 -1.142 0.12
H 0.907 -6.744 -2.728 0.07
H 1.148 -6.278 -4.410 0.08
H -0.255 -5.687 -3.534 0.05
H 1.181 -3.618 -4.783 0.12
H 2.055 -1.547 -5.334 0.08
H 3.538 -1.034 -4.522 0.09
H 1.982 -0.437 -3.969 0.01
C -4.647 0.380 -3.714 -0.24
P -3.808 -0.648 -2.472 0.86
C -5.131 -0.975 -1.264 -0.26
C -3.522 -2.272 -3.223 -0.35
C -2.930 -3.244 -2.418 -0.08
C -2.761 -4.529 -2.895 -0.08
C -3.148 -4.847 -4.189 -0.08
C -3.707 -3.878 -5.005 -0.08
C -3.899 -2.591 -4.524 -0.08
H -3.979 0.602 -4.544 0.06
H -4.899 1.323 -3.224 0.04
H -5.557 -0.104 -4.079 0.05
H -5.955 -1.493 -1.768 0.06
H -5.478 -0.029 -0.846 0.05
H -4.746 -1.587 -0.452 0.01
H -2.597 -2.988 -1.419 0.10
H -2.317 -5.283 -2.259 0.11
H -3.010 -5.851 -4.563 0.11
H -3.999 -4.121 -6.018 0.10
H -4.340 -1.846 -5.166 0.09
C -1.114 4.069 -1.946 -0.05
C -2.485 3.479 -2.260 -0.52
C -2.958 3.860 -3.661 -0.05
O -2.453 2.096 -2.149 -0.34
H -1.154 5.155 -1.967 0.08
H -0.385 3.732 -2.681 0.08
H -0.779 3.745 -0.967 0.04
H -3.209 3.849 -1.524 0.14
H -2.260 3.482 -4.404 0.08
H -3.017 4.942 -3.761 0.08
H -3.939 3.444 -3.868 0.06
```

Multiplicity: 2
E_LUMO (alpha / beta), eV: -0.79 / 0.13
ΔE to the lowest compared entry with this formula, charge and spin, kcal per mole: 0.0
Highest occupied orbital energy (alpha / beta), eV: -7.7 / -7.9
Net charge: 0
F_max, hartree/bohr: 0.01402
E, eV: -264390.5400

=====

(2)
# C59H78BrClGeKN7O2P2Se2Si2

A structure of composition C59H78BrClGeKN7O2P2Se2Si2 (ωB97M-V/def2-TZVPD, OMol25).

Structure (XYZ):
```
156
Properties=species:S:1:pos:R:3:lowdin_charge:R:1
K 0.884 -0.939 0.452 0.74
Se -7.120 0.203 -0.409 0.39
P -5.664 -1.270 -0.861 0.62
C -6.059 -2.871 -0.042 -0.31
C -5.217 -3.982 -0.112 -0.07
C -5.595 -5.179 0.477 -0.08
C -6.816 -5.287 1.129 -0.10
C -7.659 -4.189 1.192 -0.10
C -7.283 -2.987 0.609 -0.13
C -5.701 -1.703 -2.642 -0.32
C -6.867 -1.466 -3.364 -0.12
C -6.944 -1.820 -4.702 -0.10
C -5.855 -2.408 -5.331 -0.10
C -4.689 -2.641 -4.615 -0.08
C -4.609 -2.293 -3.274 -0.07
C -3.949 -0.883 -0.506 -0.40
C -3.144 0.229 -0.205 -0.41
N -1.883 -0.231 -0.115 -0.05
N -1.889 -1.517 -0.400 -0.08
N -3.106 -1.929 -0.658 -0.03
P -3.285 1.955 0.283 0.57
Se -1.605 3.127 -0.223 0.39
C -4.751 2.642 -0.520 -0.41
C -5.606 3.518 0.134 -0.11
C -6.674 4.081 -0.550 -0.09
C -6.878 3.779 -1.888 -0.10
C -6.008 2.923 -2.549 -0.10
C -4.945 2.357 -1.868 -0.14
C -3.585 1.878 2.075 -0.33
C -4.802 1.428 2.585 -0.09
C -4.962 1.282 3.954 -0.09
C -3.907 1.564 4.814 -0.09
C -2.691 1.990 4.302 -0.07
C -2.526 2.149 2.933 -0.09
H -4.257 -3.905 -0.600 0.07
H -4.921 -6.024 0.427 0.10
H -7.105 -6.223 1.591 0.09
H -8.613 -4.261 1.701 0.09
H -7.932 -2.122 0.665 0.03
H -7.702 -0.984 -2.871 0.05
H -7.854 -1.627 -5.257 0.09
H -5.911 -2.677 -6.378 0.09
H -3.831 -3.090 -5.098 0.10
H -3.697 -2.474 -2.721 0.09
H -5.445 3.752 1.179 0.11
H -7.349 4.753 -0.035 0.10
H -7.716 4.214 -2.419 0.10
H -6.166 2.685 -3.593 0.10
H -4.265 1.684 -2.378 0.12
H -5.614 1.174 1.916 0.05
H -5.908 0.930 4.347 0.10
H -4.031 1.434 5.882 0.10
H -1.858 2.186 4.966 0.08
H -1.567 2.454 2.527 0.03
C -0.272 -3.256 2.069 -0.21
Si 0.232 -4.589 0.805 0.45
C 0.606 -6.158 1.802 -0.19
C -1.399 -5.011 -0.068 -0.20
C 1.604 -4.237 -0.374 -0.31
C 2.842 -4.118 0.328 -0.39
C 4.151 -4.335 -0.219 -0.05
C 5.261 -4.322 0.580 -0.12
C 5.141 -4.063 1.952 -0.13
C 3.863 -3.813 2.412 -0.18
N 2.767 -3.830 1.664 0.06
Si 1.377 -4.157 -2.181 0.44
C 2.951 -4.012 -3.227 -0.20
C 0.470 -5.634 -2.951 -0.19
C 0.352 -2.659 -2.690 -0.18
H -0.331 -3.695 3.068 0.03
H -1.243 -2.818 1.825 0.01
H 0.471 -2.464 2.129 -0.05
H -0.215 -6.409 2.481 0.01
H 1.516 -6.036 2.391 0.01
H 0.750 -6.997 1.115 0.02
H -2.178 -5.120 0.694 0.02
H -1.336 -5.950 -0.621 0.01
H -1.719 -4.219 -0.747 0.00
H 4.257 -4.558 -1.267 0.06
H 6.237 -4.507 0.141 0.10
H 5.998 -4.030 2.613 0.07
H 3.704 -3.575 3.462 0.10
H 3.553 -4.923 -3.208 0.02
H 3.584 -3.180 -2.912 0.02
H 2.654 -3.833 -4.265 0.02
H 0.939 -6.580 -2.667 0.02
H 0.489 -5.556 -4.043 0.02
H -0.574 -5.670 -2.638 0.00
H 0.860 -1.745 -2.369 0.01
H -0.615 -2.678 -2.185 -0.01
H 0.181 -2.591 -3.768 0.03
C 7.509 4.314 -2.037 -0.12
C 6.007 4.247 -1.791 -0.30
C 5.575 2.921 -1.178 -0.30
C 4.088 2.851 -0.837 -0.29
Ge 2.912 3.022 -2.399 0.88
C 2.309 4.864 -2.749 -0.33
C 1.210 5.413 -1.838 -0.29
C 1.653 5.561 -0.387 -0.29
C 0.620 6.255 0.490 -0.11
H 7.810 5.273 -2.463 0.06
H 7.822 3.528 -2.728 0.07
H 8.062 4.171 -1.107 0.07
H 5.478 4.403 -2.737 0.08
H 5.700 5.066 -1.131 0.11
H 6.163 2.745 -0.270 0.11
H 5.832 2.107 -1.865 0.10
H 3.834 3.618 -0.102 0.04
H 3.850 1.886 -0.389 0.04
H 3.720 2.576 -3.645 0.00
H 1.974 4.872 -3.788 0.05
H 3.188 5.514 -2.693 0.05
H 0.320 4.777 -1.883 0.06
H 0.896 6.397 -2.210 0.11
H 2.596 6.120 -0.355 0.11
H 1.873 4.572 0.025 0.06
H 0.401 7.258 0.111 0.07
H 0.973 6.356 1.519 0.06
H -0.320 5.701 0.512 0.02
Cl 0.302 2.185 -3.776 0.45
C 1.331 1.853 -2.329 -0.71
H 1.627 0.810 -2.366 0.00
H 0.703 2.016 -1.455 -0.05
C 0.363 3.510 3.922 -0.17
C 1.637 4.300 4.325 -0.16
N 2.836 3.511 4.040 -0.16
C 2.892 3.252 2.595 -0.15
C 1.591 2.553 2.122 -0.15
N 0.737 2.255 3.277 -0.15
C 1.500 1.430 4.214 -0.14
C 2.729 2.224 4.735 -0.15
H -0.260 4.078 3.226 0.11
H -0.249 3.275 4.799 0.09
H 1.632 4.549 5.390 0.11
H 1.712 5.238 3.766 0.10
H 3.759 2.618 2.400 0.11
H 3.050 4.205 2.082 0.10
H 1.836 1.610 1.637 0.09
H 1.013 3.169 1.432 0.07
H 1.817 0.529 3.686 0.11
H 0.841 1.132 5.035 0.11
H 3.652 1.665 4.568 0.11
H 2.649 2.428 5.807 0.11
Br 8.560 -1.624 2.025 0.68
C 7.195 -1.338 0.732 -0.67
C 7.487 -1.513 -0.608 -0.22
N 6.576 -1.344 -1.563 0.08
C 5.347 -0.996 -1.185 -0.09
C 4.970 -0.802 0.138 -0.10
C 5.922 -0.978 1.127 -0.06
C 3.564 -0.368 0.506 -0.69
O 3.283 -0.282 1.716 -0.04
O 2.808 -0.085 -0.462 -0.22
H 8.486 -1.798 -0.919 0.09
H 4.607 -0.862 -1.965 0.12
H 5.642 -0.850 2.163 0.12
```

E_LUMO, eV: 3.51
ΔE to the lowest compared entry with this formula, charge and spin, kcal per mole: 0.0
Highest occupied orbital energy, eV: -1.5
Net charge: -2
F_max, hartree/bohr: 0.03260
E, eV: -397413.3066